Record 1
{"formula": "C5H8IN", "method": "ωB97M-V/def2-TZVPD", "homo_ev": [-9.16, -7.75], "charge": 0, "relative_energy_kcal_mol": 122.0, "max_force_ev_per_a": 6.14, "elements": ["C", "C", "C", "C", "C", "N", "I", "H", "H", "H", "H", "H", "H", "H", "H"], "xyz": [[-0.7830, -1.4426, -0.5512], [0.0333, 2.2562, -1.9618], [0.2864, -1.3479, 0.5109], [0.6710, -1.2271, -0.8379], [0.2784, -0.1304, 1.4472], [-0.1168, 1.2737, -1.3232], [2.0869, -2.2623, -2.0872], [-1.3538, -2.4513, -0.8316], [-1.3045, -0.5452, -0.6921], [0.9523, 2.8202, -2.3529], [-0.7043, 2.9409, -2.3675], [0.5331, -2.2182, 1.1391], [0.3814, 0.9614, 0.9286], [1.1949, -0.3638, 2.0751], [-0.7066, -0.0897, 1.9962]], "forces_ev_per_angstrom": [[0.229, -3.104, -1.299], [1.959, 4.859, -3.193], [-0.509, 0.327, 2.484], [0.500, -0.973, -2.276], [0.580, 1.791, -0.289], [-0.684, -3.006, 1.932], [-0.953, 0.608, 0.893], [1.522, 2.304, 0.740], [-1.119, 0.962, -0.153], [0.102, -1.388, 0.786], [-1.452, -0.180, 0.216], [-0.091, -0.006, -0.740], [-0.035, -2.987, 1.102], [-1.342, 1.013, -0.087], [1.292, -0.218, -0.114]]}


Record 2
{"formula": "C5H8IN2", "method": "ωB97M-V/def2-TZVPD", "homo_ev": -11.94, "charge": 1, "relative_energy_kcal_mol": 137.7, "max_force_ev_per_a": 3.67, "elements": ["C", "C", "C", "C", "C", "N", "N", "I", "H", "H", "H", "H", "H", "H", "H", "H"], "xyz": [[-1.8531, 1.4969, 2.3485], [0.2405, 2.1384, 0.8974], [-0.6859, 0.0053, 0.7398], [-0.6604, -1.4069, 0.2752], [1.1158, 0.6649, -0.7193], [0.2684, 0.9104, 0.3892], [-1.7045, 0.4398, 1.5885], [-0.0220, 2.5602, 2.9738], [-1.0155, -1.4149, -0.7371], [0.3505, -1.7794, 0.1710], [-1.1834, -2.0418, 0.9344], [0.5057, -0.0401, -1.2830], [1.3414, 1.5119, -1.3475], [2.0785, 0.5394, -0.4037], [0.9005, 2.8985, 0.3953], [-2.4877, -0.2766, 1.7636]], "forces_ev_per_angstrom": [[-2.025, 0.345, -0.151], [0.914, 2.413, 0.186], [1.082, 0.255, 0.613], [0.902, 1.053, -0.747], [-1.814, 0.006, -2.046], [-2.921, 0.247, 2.214], [0.934, -1.642, 0.054], [1.201, -0.551, -0.819], [-0.796, -0.533, -0.516], [0.319, -0.045, 0.383], [-0.780, -0.778, 0.510], [1.458, -0.407, -0.545], [-1.110, 0.916, -0.178], [2.483, -1.982, 0.976], [-1.025, -0.830, 0.739], [1.180, 1.535, -0.674]]}


Record 3
{"formula": "C5H8IN2O", "method": "ωB97M-V/def2-TZVPD", "homo_ev": -13.00, "charge": 1, "relative_energy_kcal_mol": 33.5, "max_force_ev_per_a": 2.63, "elements": ["H", "N", "C", "N", "C", "C", "C", "C", "O", "I", "H", "H", "H", "H", "H", "H", "H"], "xyz": [[1.8168, -3.4534, -0.7090], [1.4655, -2.5077, -0.7773], [2.0928, -1.5602, -1.2108], [1.2793, -0.1613, -1.2158], [0.2220, 0.3142, -0.6759], [-0.8048, 0.5832, 0.0599], [-2.2208, 0.4790, -0.4099], [-0.5317, 1.1092, 1.4519], [0.7542, 1.5643, 1.5317], [-0.8599, -0.6318, 2.8023], [3.0687, -1.3279, -1.6132], [1.7888, 0.4840, -1.8250], [-2.2701, -0.0124, -1.3776], [-2.7897, -0.1062, 0.3113], [-2.6770, 1.4642, -0.4921], [-1.2928, 1.8409, 1.7418], [0.9589, 1.9219, 2.4077]], "forces_ev_per_angstrom": [[0.464, 0.049, -0.166], [-0.455, -0.109, 0.180], [-1.861, 1.246, 0.680], [0.187, 0.589, -0.449], [1.927, -1.756, -0.337], [-0.187, 0.316, 0.431], [-0.110, -0.268, -0.236], [-0.309, -0.417, 0.250], [0.411, 0.148, -0.002], [-0.022, 0.468, -0.330], [0.196, -0.162, -0.072], [-0.193, 0.101, 0.133], [-0.089, -0.007, -0.015], [0.006, -0.019, 0.036], [0.093, 0.087, 0.044], [0.094, -0.178, -0.029], [-0.152, -0.089, -0.120]]}


Record 4
{"formula": "C5H8IN3ReS2Te", "method": "ωB97M-V/def2-TZVPD", "homo_ev": [-14.62, -14.63], "charge": 2, "spin_multiplicity": 2, "max_force_ev_per_a": 1.31, "elements": ["Re", "N", "N", "C", "N", "S", "H", "H", "H", "H", "H", "I", "Te", "C", "C", "C", "C", "S", "H", "H", "H"], "xyz": [[1.6613, 0.3062, -0.0920], [0.4868, -1.3368, 0.9959], [1.2311, -2.4716, 1.3868], [2.5747, -2.4925, 1.3272], [3.2400, -3.5282, 1.7979], [3.4155, -1.1753, 0.6155], [0.1192, -0.8555, 1.8380], [-0.3269, -1.6546, 0.4542], [0.7226, -3.2556, 1.7880], [2.7876, -4.3113, 2.2497], [4.2509, -3.5570, 1.7438], [2.9867, 2.4796, 0.1094], [0.0641, 0.5202, -2.1762], [-1.5434, 1.7078, -1.6272], [-2.6758, 1.9638, -2.3941], [-3.5308, 2.8763, -1.7879], [-3.0486, 3.3478, -0.5799], [-1.5608, 2.6681, -0.1514], [-2.8672, 1.4990, -3.3459], [-4.4654, 3.2002, -2.2119], [-3.5217, 4.0694, 0.0601]], "forces_ev_per_angstrom": [[-0.036, -0.325, -0.307], [-0.070, 0.789, 0.344], [0.229, -0.529, 0.196], [-0.631, 0.030, 0.094], [-0.144, 0.201, -0.046], [-0.469, 0.739, -0.980], [0.193, -0.403, -0.391], [0.402, 0.152, 0.109], [-0.031, 0.257, -0.050], [0.000, 0.002, -0.002], [-0.093, 0.064, -0.059], [-0.779, -0.690, 0.018], [0.675, 0.080, 1.014], [0.376, 0.302, 0.618], [0.744, -0.544, 0.096], [0.002, 0.516, 0.671], [-0.238, -0.258, -0.488], [0.070, -0.479, -0.776], [-0.026, -0.074, -0.158], [-0.100, 0.059, -0.052], [-0.074, 0.112, 0.150]]}


Record 5
{"formula": "C5H8INO2", "method": "ωB97M-V/def2-TZVPD", "homo_ev": -9.34, "charge": 0, "relative_energy_kcal_mol": 18.9, "max_force_ev_per_a": 3.42, "elements": ["C", "C", "C", "C", "C", "N", "O", "O", "I", "H", "H", "H", "H", "H", "H", "H", "H"], "xyz": [[1.6237, 2.0781, 0.4882], [-1.4320, 0.0121, -0.1556], [-0.7115, 0.8089, 0.9176], [-0.3679, -0.9583, -0.5931], [0.7078, 0.8431, 0.3833], [0.8793, -0.0950, -0.4568], [2.6766, 2.1592, 1.1125], [1.0186, 2.6290, -0.4949], [5.0275, -0.0452, -0.1891], [-2.3191, -0.5357, 0.0332], [-1.5514, 0.6894, -0.9184], [-0.9648, 1.8274, 0.9686], [-0.8709, 0.3511, 1.8819], [-0.1799, -1.7217, 0.1910], [-0.4170, -1.2564, -1.6433], [1.6815, -0.2780, -1.1225], [4.4648, 0.9158, 0.9605]], "forces_ev_per_angstrom": [[0.287, -1.395, -1.806], [1.309, -0.899, 0.581], [0.384, -0.800, -0.050], [1.941, 0.495, 0.416], [0.032, 1.448, 1.665], [0.370, -2.427, -2.374], [-1.283, 0.660, -0.321], [0.894, 0.616, 1.631], [0.109, -0.200, -0.153], [-1.021, -0.039, 0.712], [-0.818, 1.410, -2.145], [-0.871, 1.245, 0.193], [0.616, -0.089, 0.541], [-0.585, -0.300, -1.042], [-0.203, -0.577, 0.447], [-0.990, 0.699, 1.645], [-0.170, 0.153, 0.060]]}


Record 6
{"formula": "C5H8IO2", "method": "ωB97M-V/def2-TZVPD", "homo_ev": [-1.60, -4.30], "charge": -1, "spin_multiplicity": 3, "max_force_ev_per_a": 3.45, "elements": ["C", "C", "C", "C", "C", "O", "O", "I", "H", "H", "H", "H", "H", "H", "H", "H"], "xyz": [[1.1476, -1.1077, 1.1770], [0.4086, 1.2898, 0.4269], [0.3596, -0.6470, -1.2252], [-1.7373, -0.8420, 0.8799], [0.3156, -0.1895, 0.1967], [2.2250, -0.5896, 1.5060], [0.6715, -2.2091, 1.4567], [-3.1695, 0.0434, -0.4140], [1.2662, 1.4637, 1.0798], [0.5534, 1.8348, -0.5080], [-0.4767, 1.6883, 0.9188], [-0.3672, -0.1234, -1.8480], [1.3582, -0.4444, -1.6212], [0.1876, -1.7198, -1.2871], [-1.7245, -1.9105, 0.7748], [-1.8502, -0.4634, 1.8829]], "forces_ev_per_angstrom": [[-0.931, 1.257, -0.899], [0.200, -0.509, -0.013], [-0.312, -0.037, 0.428], [-3.000, -0.531, 0.506], [3.385, 0.583, -0.371], [0.532, 0.102, 0.290], [-0.348, -1.117, 0.274], [0.075, -0.096, 0.222], [-0.032, 0.151, 0.001], [-0.062, 0.133, -0.075], [-0.358, 0.196, 0.130], [0.003, 0.002, -0.122], [0.231, -0.001, -0.245], [-0.054, -0.142, -0.098], [0.373, -0.199, -0.172], [0.297, 0.208, 0.144]]}


Record 7
{"formula": "C5H8Li2O4", "method": "ωB97M-V/def2-TZVPD", "homo_ev": -6.28, "charge": 0, "relative_energy_kcal_mol": 18.9, "max_force_ev_per_a": 1.66, "elements": ["O", "C", "C", "H", "H", "H", "H", "O", "C", "C", "O", "O", "C", "H", "H", "H", "H", "Li", "Li"], "xyz": [[0.4354, -2.8396, 0.3069], [0.7283, -1.8137, -0.6186], [-0.4447, -0.8724, -0.9048], [1.5648, -1.2083, -0.2081], [1.1082, -2.2668, -1.5613], [-1.0961, -1.2259, -1.7234], [-0.0370, 0.0295, -1.3948], [0.3051, 0.7564, 1.2869], [-0.9539, 0.4234, 0.8622], [0.7694, 1.8652, 0.5272], [-1.6245, -0.3310, 1.5954], [-1.5344, 1.5395, 0.3298], [-0.5273, 2.4790, -0.0328], [1.4356, 1.4987, -0.2669], [1.3135, 2.5436, 1.1935], [-0.5008, 2.5799, -1.1261], [-0.7735, 3.4461, 0.4220], [0.9435, -4.4860, 0.3422], [-1.1116, -2.1176, 0.9708]], "forces_ev_per_angstrom": [[-0.284, -1.299, 0.370], [0.323, 0.782, -0.479], [0.674, 1.184, 0.025], [-0.278, -0.167, -0.163], [-0.023, 0.017, 0.165], [-0.301, -0.350, 0.566], [0.210, -0.134, 0.152], [0.710, 0.166, -0.289], [-0.636, -1.500, 0.338], [0.042, -0.171, -0.045], [-0.095, -0.400, 0.034], [-0.025, 0.178, -0.495], [-0.043, -0.083, -0.152], [-0.122, 0.201, 0.148], [-0.089, -0.179, -0.150], [0.018, 0.034, 0.244], [0.026, -0.218, -0.105], [-0.101, 0.667, -0.036], [-0.006, 1.271, -0.130]]}


Record 8
{"formula": "C5H8LiO3Pd", "method": "ωB97M-V/def2-TZVPD", "homo_ev": [-15.07, -17.56], "charge": 2, "spin_multiplicity": 4, "relative_energy_kcal_mol": 69.8, "max_force_ev_per_a": 7.98, "elements": ["C", "C", "H", "H", "H", "Li", "O", "Pd", "O", "C", "O", "C", "C", "H", "H", "H", "H", "H"], "xyz": [[-6.1456, 0.9455, -1.8481], [-7.1304, 0.7899, -1.0286], [-6.1050, 0.9152, -2.9372], [-4.7231, 0.3037, -2.1803], [-7.4492, 1.1810, -0.0637], [-4.7835, 3.5051, -0.0483], [-2.6385, 2.6193, -2.9103], [-2.0049, 0.5919, -3.6439], [-3.4724, 0.6934, -2.6070], [-3.4764, 1.9196, -2.2041], [-4.4689, 2.3978, -1.5944], [-1.8849, 3.7283, -2.3595], [-1.5426, 4.6060, -3.5358], [-2.5492, 4.2423, -1.6521], [-0.9724, 3.3210, -1.9021], [-2.4452, 5.1050, -3.9102], [-0.8155, 5.3579, -3.2043], [-1.1046, 4.0023, -4.3411]], "forces_ev_per_angstrom": [[4.381, -2.962, -3.239], [-2.124, 1.998, 1.865], [-1.134, 0.532, -0.295], [-0.691, 0.926, 1.020], [0.041, -1.162, 0.104], [-0.027, -0.048, -0.200], [0.826, 0.236, 0.490], [6.096, -1.932, -4.769], [-5.710, -0.001, 4.786], [-3.555, 0.303, -1.146], [1.463, 0.752, 1.308], [0.418, 1.072, -0.093], [-0.079, 0.299, 0.047], [0.422, -0.098, 0.000], [-0.484, 0.043, 0.142], [0.323, -0.064, 0.008], [-0.180, -0.132, -0.237], [0.014, 0.237, 0.208]]}


Record 9
{"formula": "C5H8LiO3Pr", "method": "ωB97M-V/def2-TZVPD", "homo_ev": [-20.72, -20.72], "charge": 3, "spin_multiplicity": 4, "relative_energy_kcal_mol": 38.1, "max_force_ev_per_a": 5.94, "elements": ["C", "C", "H", "H", "H", "Pr", "O", "Li", "O", "C", "O", "C", "C", "H", "H", "H", "H", "H"], "xyz": [[0.6819, 2.2618, -3.5610], [1.5325, 3.0109, -2.8727], [0.9426, 1.2626, -3.9298], [-0.3324, 2.6331, -3.7746], [1.6954, 4.0830, -2.7140], [2.1971, 1.7162, -0.6226], [-0.1564, -1.7207, 1.0635], [-0.0347, -3.7950, 0.8005], [1.2173, -2.7414, -0.2575], [0.8641, -1.6414, 0.1812], [1.2884, -0.5081, -0.1559], [-0.7044, -0.5415, 1.6825], [-1.8414, -0.9573, 2.5818], [0.0948, -0.0489, 2.2529], [-1.0528, 0.1340, 0.8892], [-1.4889, -1.6172, 3.3853], [-2.2762, -0.0585, 3.0390], [-2.6267, -1.4716, 2.0124]], "forces_ev_per_angstrom": [[0.863, 0.266, 0.262], [-0.904, -0.482, 0.306], [-0.166, 0.063, -0.123], [-0.013, -0.009, 0.006], [0.206, -0.018, -0.185], [-1.121, -2.974, 0.282], [0.334, 0.135, -0.085], [0.070, -0.267, -0.074], [0.019, 1.384, 0.397], [-1.136, -3.849, 0.040], [2.179, 5.403, -1.180], [-0.212, 0.590, 0.292], [-0.155, -0.064, 0.134], [-0.107, -0.130, -0.031], [-0.012, -0.157, 0.077], [-0.086, 0.214, -0.180], [0.066, -0.290, -0.081], [0.176, 0.186, 0.141]]}


Record 10
{"formula": "C5H8N", "method": "ωB97M-V/def2-TZVPD", "homo_ev": -14.09, "charge": 1, "relative_energy_kcal_mol": 81.3, "max_force_ev_per_a": 3.76, "elements": ["C", "C", "C", "C", "N", "C", "H", "H", "H", "H", "H", "H", "H", "H"], "xyz": [[0.7848, -2.2406, 1.0540], [0.9179, -1.6715, -0.1421], [-0.1769, -0.5957, -0.4812], [0.2391, 0.8105, -0.0757], [-0.3946, 1.8947, -0.1206], [-1.2452, 2.8140, -0.3348], [0.0551, -1.8442, 1.6296], [1.3540, -3.1266, 1.2621], [1.5856, -2.1033, -0.8704], [-1.2472, -0.7932, -0.2147], [0.1095, -0.5644, -1.4701], [1.1397, 0.8675, 0.5694], [-2.0634, 2.9814, 0.3679], [-1.0585, 3.5714, -1.1733]], "forces_ev_per_angstrom": [[2.194, -0.859, -2.933], [-1.913, 0.064, 2.038], [1.538, 0.363, 0.932], [0.590, -0.121, 2.528], [-1.744, 0.097, -1.228], [1.516, 0.521, -0.575], [-2.015, 0.643, 2.439], [0.112, -0.077, 0.673], [-0.022, 0.521, -0.456], [1.097, -0.018, -0.569], [-1.033, 0.227, -3.233], [-0.159, 0.072, -0.652], [0.205, -0.084, -0.027], [-0.367, -1.348, 1.062]]}


no.,E_tot (a.u.)
1,-547.52857
2,-602.04416
3,-677.42604
4,-1799.29361
5,-698.20210
6,-643.38204
7,-511.32845
8,-555.50316
9,-944.39657
10,-249.69560